ORCA calculation (the ωB97M-V functional and the def2-TZVPD basis) on a molecular structure, C13H12AsCl5F3NO6SSc.

Values from the calculation:
strongest force on any atom: 0.004 hartree/bohr
highest occupied orbital energy: -11.330 eV
ΔE to the lowest compared entry with this formula, charge and spin: 7.08 kJ/mol
E: -7004.01822 hartree
spin multiplicity: 1
charge: +1
gap between HOMO and LUMO: 7.695 eV

Each line ends with the Löwdin charge.
Cartesian coordinates (Å):
Sc  0.08  0.62  0.05  0.9660
Cl  0.70  7.90  0.61  0.7126
C  0.38  6.24  0.22  -0.6560
C  0.18  5.89  -1.12  -0.0819
C  -0.08  4.58  -1.47  -0.5611
Cl  -0.36  4.17  -3.12  0.7564
C  -0.12  3.56  -0.50  -0.3377
O  -0.35  2.32  -0.85  -0.1751
C  0.08  3.95  0.85  -0.1172
C  -0.03  3.00  1.91  -0.1096
O  -0.19  1.77  1.79  -0.0597
C  0.32  5.29  1.19  -0.0385
H  0.22  6.65  -1.89  0.1188
H  0.02  3.40  2.93  0.1512
H  0.47  5.56  2.23  0.1250
C  -2.63  0.81  -2.93  -0.1649
As  -3.09  0.31  -1.14  1.0677
C  -4.29  -1.17  -1.16  -0.1784
C  -3.86  1.79  -0.21  -0.1641
O  -1.70  -0.17  -0.32  -0.5266
H  -3.53  1.07  -3.48  0.0575
H  -2.14  -0.04  -3.40  0.0615
H  -1.94  1.65  -2.89  0.0133
H  -5.20  -0.90  -1.68  0.0537
H  -4.51  -1.46  -0.13  0.0530
H  -3.80  -2.00  -1.67  0.0544
H  -4.78  2.11  -0.71  0.0562
H  -3.14  2.61  -0.22  0.0423
H  -4.07  1.49  0.81  0.0569
F  4.86  -0.34  0.07  0.1726
C  3.78  -0.87  -0.48  -0.6698
F  4.12  -1.59  -1.54  0.1751
F  3.18  -1.66  0.41  0.1238
S  2.64  0.48  -1.01  0.5787
O  2.24  1.17  0.23  -0.3269
O  3.36  1.22  -1.98  -0.1934
O  1.40  -0.22  -1.45  -0.3420
Cl  1.16  -4.51  2.34  0.6694
C  1.08  -3.00  3.25  -1.6167
Cl  -0.21  -3.06  4.46  0.6624
Cl  2.63  -2.61  3.99  0.6753
C  0.76  -1.92  2.30  -0.2942
N  0.53  -1.08  1.56  0.2103


ORCA calculation (the ωB97M-V functional and the def2-TZVPD basis) on C13H12BNO3 in the gas phase at a distorted geometry.

Values from the calculation:
strongest force on any atom: 0.076 hartree/bohr
highest occupied orbital energy: -7.958 eV
ΔE to the lowest compared entry with this formula, charge and spin: 5.46 kJ/mol
E: -807.96693 hartree
spin multiplicity: 1
gap between HOMO and LUMO: 8.546 eV

Each line ends with the Löwdin charge.
Cartesian coordinates (Å):
N  -4.88  -0.91  2.28  0.0868
C  -3.81  -0.82  1.48  -0.3459
C  -3.73  -1.67  0.33  -0.0411
C  -2.61  -1.58  -0.47  -0.1156
C  -1.50  -0.88  -0.15  -0.0408
C  -1.58  -0.09  1.03  -0.2338
O  -0.54  0.74  1.52  0.0035
C  0.61  0.74  0.65  -0.2276
C  1.39  -0.45  0.76  -0.0270
C  2.49  -0.74  0.02  -0.0226
C  2.85  0.23  -0.90  -0.1805
C  2.13  1.41  -1.10  -0.0031
C  0.95  1.59  -0.36  0.0389
B  3.06  2.24  -2.10  -0.4181
O  2.92  3.64  -2.24  0.1492
O  4.16  1.39  -2.51  0.0599
C  4.08  0.22  -1.73  -0.1621
C  -2.66  -0.16  1.84  0.0152
H  -5.45  -1.76  2.35  0.1089
H  -4.77  -0.77  3.28  0.0926
H  -4.41  -2.48  0.31  0.0909
H  -2.56  -2.43  -1.21  0.1263
H  -0.60  -0.90  -0.76  0.1144
H  1.19  -1.11  1.62  0.1349
H  2.99  -1.71  0.10  0.1297
H  0.29  2.48  -0.43  0.1436
H  3.53  3.94  -2.91  0.0912
H  4.17  -0.63  -2.48  0.1550
H  4.92  0.14  -1.03  0.1389
H  -2.65  0.36  2.82  0.1382


ORCA calculation (the ωB97M-V functional and the def2-TZVPD basis) on C13H12BNO6S in the gas phase at a distorted geometry.

Values from the calculation:
strongest force on any atom: 0.103 hartree/bohr
highest occupied orbital energy: -9.133 eV
ΔE to the lowest compared entry with this formula, charge and spin: 11.46 kJ/mol
E: -1431.87556 hartree
spin multiplicity: 1
gap between HOMO and LUMO: 9.033 eV

Each line ends with the Löwdin charge.
Cartesian coordinates (Å):
O  -5.41  1.63  0.29  0.1466
C  -4.53  2.41  0.20  -0.4747
O  -4.58  3.68  0.75  0.0979
C  -3.21  2.08  -0.36  -0.1298
C  -2.45  2.95  -1.17  -0.0071
C  -1.18  2.63  -1.54  -0.0453
C  -0.69  1.33  -1.24  -0.2299
S  0.95  0.66  -1.82  0.8225
O  1.14  1.71  -2.86  -0.3407
O  0.71  -0.76  -2.31  -0.3194
N  1.92  0.93  -0.45  -0.0518
C  2.16  -0.12  0.49  -0.2529
C  2.23  0.15  1.88  -0.0160
C  2.34  -0.94  2.71  -0.0848
C  2.43  -2.25  2.25  -0.0490
C  2.49  -2.46  0.90  -0.0703
B  2.17  -3.87  0.09  -0.5639
O  2.43  -5.06  0.76  0.1600
O  1.59  -3.88  -1.14  0.1696
C  2.39  -1.39  0.02  -0.0261
C  -1.56  0.36  -0.74  -0.0415
C  -2.77  0.79  -0.21  -0.0048
H  -5.49  3.80  1.07  0.1201
H  -2.70  3.99  -1.20  0.1118
H  -0.49  3.31  -2.13  0.1350
H  1.89  1.88  -0.23  0.1041
H  2.54  1.09  2.29  0.1113
H  2.26  -0.76  3.76  0.1020
H  2.58  -3.04  2.98  0.1249
H  2.00  -5.66  0.14  0.1021
H  1.30  -3.04  -1.59  0.0999
H  2.32  -1.55  -1.01  0.0692
H  -1.35  -0.69  -0.88  0.1155
H  -3.41  0.10  0.27  0.1154


ORCA calculation (the ωB97M-V functional and the def2-TZVPD basis) on a molecular structure, C13H12Br4NO6PdSbSe4.

Values from the calculation:
strongest force on any atom: 0.019 hartree/bohr
highest occupied orbital energy (spin up / spin down): -1.477 / -1.477 eV
ΔE to the lowest compared entry with this formula, charge and spin: 0.00 kJ/mol
E: -21278.78864 hartree
spin multiplicity: 1
charge: -2
gap between HOMO and LUMO (spin up / spin down): 4.031 / 4.019 eV

Each line ends with the Löwdin charge.
Cartesian coordinates (Å):
Pd  -0.64  1.55  -0.27  0.0626
Br  5.94  0.98  3.62  0.6627
C  4.13  1.14  3.09  -0.7585
C  3.15  1.56  4.03  -0.7445
Br  3.68  1.96  5.81  0.6729
C  1.84  1.67  3.67  -0.6347
Br  0.49  2.22  4.87  0.7656
C  1.37  1.37  2.33  -0.3922
O  0.18  1.43  2.03  -0.0553
C  2.41  0.97  1.33  -0.4300
O  2.09  0.72  0.16  -0.1559
C  3.76  0.86  1.80  -0.6258
Br  5.01  0.32  0.48  0.7575
Se  2.63  2.54  -1.88  0.0246
Sb  0.16  2.55  -2.35  -0.1233
Se  -0.71  0.23  -2.54  0.0023
Se  -0.68  4.13  0.06  0.5833
Se  -0.32  4.09  -4.12  -0.2552
O  -2.32  -1.69  1.05  0.0955
C  -1.20  -2.04  0.76  -0.5269
O  -0.10  -1.43  1.19  0.1019
C  -0.93  -3.27  -0.13  -0.2338
N  0.51  -3.44  -0.36  -0.0398
C  0.75  -3.04  -1.76  -0.2157
C  -0.51  -3.44  -2.52  -0.1939
C  -1.63  -3.14  -1.51  -0.1480
H  -1.32  -4.12  0.44  0.1462
H  0.75  -4.42  -0.24  0.1053
H  0.64  -1.90  0.76  0.0964
H  1.67  -3.49  -2.13  0.1115
H  0.87  -1.95  -1.80  0.0466
H  -0.48  -4.51  -2.75  0.0975
H  -0.63  -2.88  -3.44  0.0908
H  -2.47  -3.82  -1.59  0.1041
H  -2.00  -2.13  -1.64  0.0513
C  -4.14  2.71  -1.48  -0.0841
O  -2.97  3.49  -1.28  -0.2194
C  -2.51  3.51  0.00  -0.9810
O  -3.20  3.19  0.94  -0.0126
H  -4.34  2.75  -2.55  0.0877
H  -4.99  3.10  -0.91  0.0790
H  -3.96  1.67  -1.18  0.0852


ORCA calculation (the ωB97M-V functional and the def2-TZVPD basis) on a molecular structure, C13H12ClMnNO2S at a distorted geometry.

Values from the calculation:
strongest force on any atom: 0.186 hartree/bohr
highest occupied orbital energy (spin up / spin down): -14.936 / -15.286 eV
ΔE to the lowest compared entry with this formula, charge and spin: 166.14 kJ/mol
E: -2716.45389 hartree
spin multiplicity: 4
charge: +2
gap between HOMO and LUMO (spin up / spin down): 5.688 / 4.772 eV

Each line ends with the Löwdin charge.
Cartesian coordinates (Å):
Cl  2.71  -2.66  -1.75  0.0364
C  -2.02  -1.13  -1.88  -0.0497
C  -2.59  -1.30  -0.57  -0.0737
C  -1.86  -2.35  0.10  -0.0597
H  -3.40  -0.72  -0.14  0.1477
C  -0.86  -2.87  -0.82  -0.2991
C  -0.90  -2.03  -2.00  -0.0528
H  -0.17  -2.09  -2.79  0.1481
H  -2.33  -0.39  -2.61  0.1506
H  -2.02  -2.71  1.11  0.1594
C  -0.09  -4.09  -0.65  -0.0125
Mn  -0.56  -0.88  -0.35  0.3061
C  -0.01  -0.98  1.40  0.0253
O  0.33  -0.57  2.45  0.2454
C  1.27  -0.56  -1.00  -0.2351
O  2.06  0.29  -1.08  0.0971
H  0.09  -4.35  0.38  0.1089
H  0.90  -4.02  -1.11  -0.0068
H  -0.66  -4.90  -1.11  0.1340
S  -1.05  1.25  -0.47  0.9000
C  0.01  2.33  0.46  -0.5436
N  0.88  3.10  -0.27  0.0920
C  1.80  3.94  0.31  0.0339
C  1.79  4.06  1.68  0.0109
C  0.84  3.40  2.46  0.0351
C  -0.08  2.55  1.83  -0.0478
H  0.90  2.96  -1.29  0.1688
H  2.53  4.43  -0.36  0.1640
H  2.55  4.69  2.15  0.1401
H  0.83  3.52  3.54  0.1445
H  -0.89  2.08  2.38  0.1322


ORCA calculation (the ωB97M-V functional and the def2-TZVPD basis) on a molecular structure, C13H12N4O2PdS at a distorted geometry.

Values from the calculation:
strongest force on any atom: 0.061 hartree/bohr
highest occupied orbital energy (spin up / spin down): -16.613 / -16.493 eV
ΔE to the lowest compared entry with this formula, charge and spin: 38.92 kJ/mol
E: -1397.31114 hartree
spin multiplicity: 5
charge: +2
gap between HOMO and LUMO (spin up / spin down): 9.515 / 5.505 eV

Each line ends with the Löwdin charge.
Cartesian coordinates (Å):
Pd  -0.31  -1.19  0.05  0.9382
O  -1.69  -0.04  -1.20  -0.1776
N  -2.99  -0.09  -1.04  -0.1916
C  -3.76  0.69  -1.81  0.0467
C  -5.14  0.66  -1.70  0.0582
C  -5.73  -0.21  -0.78  0.0185
C  -4.93  -1.01  0.00  -0.0202
C  -3.54  -0.94  -0.12  -0.5616
S  -2.48  -1.88  0.87  0.9449
H  -3.23  1.33  -2.50  0.1653
H  -5.73  1.30  -2.33  0.1466
H  -6.80  -0.26  -0.68  0.1410
H  -5.35  -1.70  0.72  0.1343
C  3.03  -2.77  2.43  -0.1332
C  3.76  -1.43  2.30  -0.1334
C  2.65  -0.49  1.85  -0.1620
O  1.65  -1.28  1.22  -0.2813
C  2.01  -2.68  1.30  -0.2054
H  2.55  -2.86  3.40  0.1269
H  3.70  -3.62  2.30  0.1295
H  4.54  -1.49  1.54  0.1275
H  4.22  -1.12  3.23  0.1309
H  2.98  0.29  1.15  0.1349
H  2.19  0.02  2.71  0.1348
H  2.46  -2.97  0.35  0.1217
H  1.09  -3.26  1.47  0.1151
N  0.35  -2.51  -1.49  0.1582
C  -0.05  -2.92  -2.50  -0.0663
C  -0.57  -3.38  -3.68  -0.1422
C  0.12  -4.22  -4.56  -0.1119
N  0.70  -4.90  -5.28  0.2942
C  -1.87  -2.92  -3.97  -0.1351
N  -2.93  -2.51  -4.13  0.2546


ORCA calculation (the ωB97M-V functional and the def2-TZVPD basis) on a molecular structure, C13H12NiS2 at a distorted geometry.

Values from the calculation:
strongest force on any atom: 0.066 hartree/bohr
highest occupied orbital energy (spin up / spin down): -7.460 / -7.354 eV
E: -2807.18765 hartree
spin multiplicity: 3
gap between HOMO and LUMO (spin up / spin down): 7.147 / 6.506 eV

Each line ends with the Löwdin charge.
Cartesian coordinates (Å):
Ni  0.26  -0.66  0.80  0.0375
C  1.13  4.03  0.95  -0.0333
C  0.74  2.88  1.88  -0.2315
C  -0.62  2.44  2.10  -0.0133
C  -0.82  1.15  2.60  -0.0664
C  0.24  0.21  2.60  -0.2942
C  1.51  0.70  2.66  -0.0860
C  1.75  2.04  2.32  -0.0481
H  0.29  4.51  0.51  0.0601
H  1.72  3.55  0.13  0.1052
H  1.71  4.80  1.51  0.0928
H  -1.52  3.08  1.95  0.1309
H  -1.78  0.79  2.98  0.1226
H  -0.06  -0.78  2.98  0.1202
H  2.36  0.15  3.11  0.1414
H  2.77  2.26  2.38  0.1044
S  1.12  -0.79  -1.08  0.6179
C  0.17  -1.87  -2.10  -0.6535
C  -0.01  -1.78  -3.47  -0.1019
C  -1.01  -2.58  -4.11  -0.0968
C  -1.80  -3.40  -3.36  -0.1249
C  -1.63  -3.51  -1.98  -0.1202
C  -0.64  -2.74  -1.34  -0.7183
S  -0.62  -2.55  0.36  0.6580
H  0.62  -1.19  -4.07  0.0817
H  -1.10  -2.51  -5.20  0.1030
H  -2.62  -4.02  -3.81  0.1123
H  -2.17  -4.18  -1.30  0.1003


ORCA calculation (the ωB97M-V functional and the def2-TZVPD basis) on a molecular structure, C13H13BF4N3O8Pd.

Values from the calculation:
strongest force on any atom: 0.015 hartree/bohr
highest occupied orbital energy (spin up / spin down): -13.861 / -13.802 eV
ΔE to the lowest compared entry with this formula, charge and spin: 52.33 kJ/mol
E: -1821.19307 hartree
spin multiplicity: 5
charge: +1
gap between HOMO and LUMO (spin up / spin down): 9.063 / 5.918 eV

Each line ends with the Löwdin charge.
Cartesian coordinates (Å):
Pd  0.18  1.18  -1.02  1.3245
O  -3.54  2.75  1.38  0.3252
C  -2.37  2.37  0.94  -0.4644
O  -2.12  1.59  0.05  0.1084
C  -1.30  3.00  1.81  0.0098
C  -1.32  3.15  3.17  0.1091
C  -0.10  3.40  3.82  -0.0282
C  1.17  3.34  3.20  0.1306
C  1.16  3.18  1.85  -0.0076
C  -0.05  3.21  1.07  -0.2911
O  -0.05  3.36  -0.16  0.0788
N  2.38  2.81  1.12  -0.3034
O  3.42  3.32  1.43  0.1961
O  2.24  1.93  0.27  0.0644
N  -0.12  3.59  5.29  -0.3378
O  0.94  3.81  5.82  0.1331
O  -1.21  3.50  5.82  0.1292
H  -2.21  3.04  3.76  0.1497
H  2.07  3.39  3.79  0.1551
O  -0.12  -0.64  -0.13  -0.0810
C  -0.54  -1.71  -0.66  -0.4231
C  -0.53  -2.95  0.18  -0.0729
C  0.51  -4.00  -0.31  -0.1507
C  1.01  -3.80  -1.74  -0.1910
C  -0.05  -3.91  -2.83  -0.1562
C  -1.30  -3.06  -2.54  -0.1247
N  -0.96  -1.78  -1.90  0.1262
H  -1.54  -3.37  0.15  0.1259
H  -0.33  -2.66  1.20  0.1240
H  0.08  -4.99  -0.19  0.1208
H  1.37  -3.95  0.36  0.1162
H  1.79  -4.55  -1.94  0.1215
H  1.52  -2.83  -1.82  0.1102
H  -0.38  -4.94  -2.95  0.1214
H  0.38  -3.61  -3.78  0.1184
H  -2.00  -3.58  -1.90  0.1218
H  -1.83  -2.81  -3.46  0.1324
H  -0.87  -0.96  -2.49  0.1231
F  1.41  2.09  -2.97  0.1254
B  0.98  0.84  -3.43  -1.1875
F  -0.49  0.84  -3.12  -0.0099
F  1.24  0.53  -4.69  0.2578
F  1.46  -0.10  -2.45  0.0700


Question: Which value of strongest force on any atom does entry 5 give?
Answer: 0.186 hartree/bohr


Question: Among the records above, which one has the highest strongest force on any atom?
Answer: C13H12ClMnNO2S